This record from the OMol25 dataset describes the molecule C4H7NO2. The level of theory is the ωB97M-V functional and the def2-TZVPD basis.

```
14
Properties=species:S:1:pos:R:3:forces:R:3
O 0.723966 -2.451577 0.668558 -0.445 1.109 -1.044
O 0.992790 -4.649193 0.743316 -0.043 0.035 -0.281
N 0.800860 -1.332991 1.527081 0.386 -0.367 1.061
C 0.413453 -0.260545 0.986266 -0.072 -0.428 -0.555
C -0.443392 1.290099 -0.801103 0.061 -0.156 0.037
C -0.100207 -0.138491 -0.402294 -0.149 0.044 -0.393
C 0.999875 -3.595320 1.294954 0.296 -0.521 1.268
H -0.914597 1.302932 -1.780883 -0.016 0.063 -0.043
H 0.454857 1.902329 -0.847682 0.032 0.108 0.006
H -0.980741 -0.784338 -0.486378 0.080 0.003 -0.046
H 0.468373 0.611041 1.623336 0.062 0.048 0.195
H 0.648249 -0.557712 -1.081590 -0.100 -0.037 0.016
H -1.130177 1.737876 -0.085995 -0.077 0.086 0.029
H 1.215266 -3.441924 2.369904 -0.013 0.014 -0.250
```
Positions in Å, forces in eV/Å.

Kohn-Sham gap = 0.4247 Eh
energy above the lowest of the compared OMol25 structures with the same formula, charge and spin = 230.3 kJ/mol
SMILES = CC/C=N\OC=O

Here are the Löwdin charges for atoms 1 to 6, given in e: -0.04, 0.09, 0.06, -0.14, -0.11, -0.23

This record from the OMol25 dataset describes the molecule C4H7NO2. The level of theory is the ωB97M-V functional and the def2-TZVPD basis.

```
14
Properties=species:S:1:pos:R:3:forces:R:3
O -0.271525 -1.874219 0.493071 -0.052 0.018 0.168
O -1.738343 0.146727 1.700843 -0.414 0.032 0.149
N -0.911262 1.164122 1.170453 0.546 -0.086 -0.315
C -0.215757 0.636863 0.253067 -0.238 0.183 0.271
C -0.209366 -0.749670 -0.329187 -0.070 0.136 -0.251
C 1.154175 -0.415291 -0.969980 0.106 -0.111 -0.096
C 0.911422 1.090731 -0.649615 0.077 0.190 0.044
H -2.364810 0.613776 2.263356 0.137 0.064 -0.003
H 0.585853 1.677645 -1.514681 -0.036 -0.066 0.212
H 1.722107 1.616761 -0.143428 -0.059 -0.030 -0.101
H -1.017474 -0.719384 -1.079733 0.126 -0.352 -0.104
H -0.907077 -1.655967 1.189983 0.077 -0.148 -0.087
H 1.971418 -0.825168 -0.370357 -0.174 0.037 -0.043
H 1.290639 -0.706927 -2.013791 -0.026 0.132 0.156
```
Positions in Å, forces in eV/Å.

Kohn-Sham gap = 0.3903 Eh
energy above the lowest of the compared OMol25 structures with the same formula, charge and spin = 318.8 kJ/mol
SMILES = O/N=C1/CC[C@H]1O

Here are the Löwdin charges for atoms 1 to 6, given in e: 0.00, -0.08, 0.08, -0.27, -0.34, -0.10

This record from the OMol25 dataset describes the molecule C4H7NO2. The level of theory is the ωB97M-V functional and the def2-TZVPD basis.

```
14
Properties=species:S:1:pos:R:3:forces:R:3
O -0.892154 1.962266 0.422821 -0.064 0.346 -0.033
O 1.773559 -1.216259 0.160309 -0.480 -0.108 -0.102
N 0.155226 -2.684120 -0.429906 0.050 -0.063 -0.054
C -0.451096 -0.342533 -0.131994 -0.059 0.044 0.004
C 0.605681 -1.440083 -0.113028 0.233 0.070 0.059
C 0.023039 0.861051 0.660164 0.251 -0.125 0.047
C -0.497046 3.196381 0.339466 0.135 -0.421 0.050
H 1.030960 1.157137 0.355964 -0.156 0.000 0.063
H -1.406314 -0.711843 0.256795 0.139 0.021 -0.053
H 0.626445 3.172581 0.461818 -0.166 0.057 -0.033
H 0.015080 0.660258 1.735944 0.007 0.022 -0.178
H 0.837767 -3.420310 -0.532131 -0.097 0.112 0.027
H -0.623467 -0.047884 -1.175415 0.065 -0.040 0.134
H -0.788443 -2.854420 -0.737178 0.144 0.086 0.069
```
Positions in Å, forces in eV/Å.

Kohn-Sham gap = 0.3383 Eh
energy above the lowest of the compared OMol25 structures with the same formula, charge and spin = 327.8 kJ/mol

Here are the Löwdin charges for atoms 1 to 6, given in e: -0.19, 0.05, 0.16, -0.09, -0.54, -0.18

This record from the OMol25 dataset describes the molecule C4H7NO2. The level of theory is the ωB97M-V functional and the def2-TZVPD basis.

```
14
Properties=species:S:1:pos:R:3:forces:R:3
O -0.391528 -1.353352 0.737797 0.976 0.003 0.286
O -1.100061 -0.125801 -1.258497 -0.089 0.318 0.047
N -0.768774 1.203289 0.692594 -0.365 -0.182 0.031
C -1.466604 0.506557 -0.113450 -0.140 0.522 0.076
C 0.305274 -0.380338 -1.306752 0.082 -0.266 0.090
C 0.695280 -0.536136 0.168531 -0.347 -0.468 0.306
C 0.665314 0.895216 0.724698 -0.070 -0.296 0.005
H 1.542403 -1.166565 0.386059 0.885 0.470 -0.400
H 0.480423 -1.285961 -1.888343 -0.299 -0.022 0.066
H 0.803322 0.453360 -1.823566 0.071 -0.217 0.386
H -2.489649 0.251015 0.143333 -0.316 0.685 -0.474
H 1.293254 1.603181 0.157873 -0.220 -0.425 -0.066
H -0.606632 -1.021245 1.621287 0.192 -0.066 -0.218
H 1.037979 0.956781 1.758437 -0.359 -0.057 -0.135
```
Positions in Å, forces in eV/Å.

Kohn-Sham gap = 0.3714 Eh
energy above the lowest of the compared OMol25 structures with the same formula, charge and spin = 246.7 kJ/mol
SMILES = O[C@@H]1CN=COC1

Here are the Löwdin charges for atoms 1 to 6, given in e: -0.06, -0.04, 0.05, -0.26, -0.11, -0.29

This record from the OMol25 dataset describes the molecule C4H7NO2. The level of theory is the ωB97M-V functional and the def2-TZVPD basis.

```
14
Properties=species:S:1:pos:R:3:forces:R:3
O -1.362288 1.780714 0.260741 -0.363 -1.149 -0.223
O 2.648166 1.163355 -0.291809 -0.988 -1.004 0.349
N 1.476442 -0.813527 0.349313 2.397 -1.217 -0.233
C 1.618332 0.510687 0.402709 -2.164 3.828 -1.348
C -0.620278 0.776987 -0.394117 2.074 -0.477 2.519
C -0.904715 -0.691988 0.038380 -0.218 0.964 -2.212
C 0.410278 -1.379664 0.052518 0.093 -2.715 0.839
H -1.242406 -0.958206 1.035083 -0.603 0.914 0.360
H -0.906827 2.618593 0.294235 0.442 0.104 -0.254
H -1.558969 -1.235449 -0.678020 0.197 0.305 0.426
H 0.479472 -2.510673 0.088741 -0.479 1.222 -0.302
H 2.638673 0.804220 -1.175887 0.307 -0.172 -0.597
H 1.546465 1.111014 1.290576 -0.366 -0.647 0.868
H -0.467162 0.904702 -1.459731 -0.329 0.044 -0.193
```
Positions in Å, forces in eV/Å.

Kohn-Sham gap (alpha / beta) = 0.2900 / 0.2902 Eh
energy above the lowest of the compared OMol25 structures with the same formula, charge and spin = 445.1 kJ/mol

Here are the Löwdin charges for atoms 1 to 6, given in e: -0.07, 0.00, 0.05, -0.23, -0.17, -0.15

This record from the OMol25 dataset describes the molecule C4H7NO2. The level of theory is the ωB97M-V functional and the def2-TZVPD basis.

```
14
Properties=species:S:1:pos:R:3:forces:R:3
O 1.196268 1.139707 -1.694378 -0.179 0.077 -0.046
O 0.134284 -1.527371 1.075891 -0.016 0.770 0.365
N -1.777461 -0.590295 1.824822 0.304 0.417 0.250
C -0.579052 -0.544399 1.158174 0.479 0.374 0.373
C -0.322545 0.689519 0.221655 -0.383 -1.095 -0.542
C 1.447060 -0.188618 -1.258687 0.254 -0.415 -0.023
C 1.092782 0.843237 -0.300141 -0.228 -0.424 0.259
H -2.232812 0.291629 1.980086 -0.071 0.079 0.175
H -0.940681 1.578895 0.028180 0.034 -0.064 1.467
H 2.457985 -0.569736 -1.314530 0.103 0.141 -0.226
H -0.826311 0.003683 -0.457140 0.060 0.432 -1.752
H 1.893520 1.323123 0.273303 -0.549 -0.210 0.125
H 0.649606 -0.892462 -1.491141 0.366 -0.056 -0.106
H -1.788568 -1.237293 2.604483 -0.173 -0.026 -0.317
```
Positions in Å, forces in eV/Å.

Kohn-Sham gap = 0.4006 Eh
energy above the lowest of the compared OMol25 structures with the same formula, charge and spin = 244.4 kJ/mol
SMILES = NC(=O)C[C@H]1CO1

Here are the Löwdin charges for atoms 1 to 6, given in e: -0.04, 0.05, 0.15, -0.53, -0.05, -0.13

This record from the OMol25 dataset describes a 3-piece molecular cluster, C4H7NO2 overall. The level of theory is the ωB97M-V functional and the def2-TZVPD basis.

```
14
Properties=species:S:1:pos:R:3:forces:R:3
O -0.583157 0.091395 -2.542652 -0.452 -1.297 0.115
O 1.694417 0.412250 -0.373399 -0.171 0.490 0.170
N -1.077020 -1.645894 0.447395 0.298 -0.301 0.124
C -0.929490 -0.985542 -2.437700 0.429 1.319 -0.209
C 0.074143 -1.987167 0.856231 -0.172 0.109 -0.029
C -0.206534 1.682132 0.390571 -0.053 -0.136 -0.026
C 1.221875 1.469582 -0.022709 0.116 -0.206 -0.064
H -0.666217 2.416164 -0.283211 0.084 -0.086 0.079
H -1.600407 -2.459880 0.118665 0.018 0.075 0.048
H -0.769721 0.743775 0.364345 0.102 0.176 0.013
H 0.758372 -1.214365 1.206638 -0.086 -0.109 -0.016
H 0.453219 -3.015952 0.865563 -0.115 0.107 -0.028
H 1.865505 2.375611 0.013137 -0.040 -0.094 -0.040
H -0.234986 2.117891 1.397124 0.041 -0.047 -0.138
```
Positions in Å, forces in eV/Å.

Kohn-Sham gap = 0.4032 Eh
energy above the lowest of the compared OMol25 structures with the same formula, charge and spin = 222.6 kJ/mol

Here are the Löwdin charges for atoms 1 to 6, given in e: 0.01, 0.01, 0.01, 0.00, -0.12, -0.07

This record from the OMol25 dataset describes the molecule C4H7NO2. The level of theory is the ωB97M-V functional and the def2-TZVPD basis.

```
14
Properties=species:S:1:pos:R:3:forces:R:3
O 1.295490 1.514870 -0.901297 0.331 0.090 0.197
O -1.522632 1.504290 0.795958 0.039 -0.193 -0.409
N 0.063464 -0.741803 1.373539 0.030 0.202 0.172
C 1.201656 0.095753 -0.773611 -0.034 -0.232 -0.084
C -1.014812 0.939538 -0.145622 -0.383 -0.020 0.369
C -0.704772 -1.490653 0.390198 -0.108 -0.174 -0.174
C -0.049783 -0.203257 0.031284 -0.059 0.282 -0.077
H 1.144094 -0.286000 -1.797692 -0.035 0.048 0.158
H 1.389917 1.903270 -0.018378 0.095 -0.136 -0.231
H -0.552234 -0.208661 1.987573 0.033 -0.094 -0.030
H -0.297796 -2.452366 0.084356 0.064 0.235 0.009
H -1.246507 1.210627 -1.190832 -0.016 0.080 0.123
H 2.088305 -0.327487 -0.287570 -0.173 -0.022 -0.049
H -1.794396 -1.458117 0.452096 0.217 -0.066 0.026
```
Positions in Å, forces in eV/Å.

Kohn-Sham gap = 0.4007 Eh
energy above the lowest of the compared OMol25 structures with the same formula, charge and spin = 240.0 kJ/mol
SMILES = O=C[C@]1(CO)CN1

Here are the Löwdin charges for atoms 1 to 6, given in e: -0.07, 0.07, 0.07, -0.17, -0.21, -0.09

This record from the OMol25 dataset describes the molecule C4H7NO2. The level of theory is the ωB97M-V functional and the def2-TZVPD basis.

```
14
Properties=species:S:1:pos:R:3:forces:R:3
O -0.940901 2.844756 0.650085 1.023 -0.932 -0.817
O 0.302790 1.227340 -0.510069 -2.435 -1.693 0.393
N -0.963303 0.643595 1.218834 0.687 -0.167 0.047
C -0.366744 -0.639207 0.901622 -0.145 0.277 -0.030
C 1.248406 -0.751800 -1.216232 0.053 0.056 0.101
C -0.052077 -0.422615 -0.580998 0.125 1.348 0.300
C -0.545876 1.710521 0.452555 -0.816 -0.001 0.338
H -1.795757 0.722682 1.752411 -0.341 0.195 0.453
H 1.263426 -0.062699 -2.065480 0.431 -0.429 -0.141
H -1.127381 -1.399703 1.153212 0.518 -0.013 -0.605
H 2.008739 -0.429460 -0.504461 0.324 -0.343 -0.288
H -0.941360 -0.794095 -1.175577 0.768 1.560 0.221
H 1.359384 -1.779483 -1.545060 0.042 -0.142 0.055
H 0.550654 -0.869832 1.469158 -0.234 0.283 -0.027
```
Positions in Å, forces in eV/Å.

Kohn-Sham gap = 0.3875 Eh
energy above the lowest of the compared OMol25 structures with the same formula, charge and spin = 124.8 kJ/mol
SMILES = C[C@H]1CNC(=O)O1

Here are the Löwdin charges for atoms 1 to 6, given in e: 0.08, 0.01, 0.06, -0.14, -0.07, -0.19

This record from the OMol25 dataset describes a 2-piece molecular cluster, C4H7NO2 overall. The level of theory is the ωB97M-V functional and the def2-TZVPD basis.

```
14
Properties=species:S:1:pos:R:3:forces:R:3
O -0.999217 -2.333997 1.673481 0.178 0.379 -0.349
O -1.190773 -0.285424 0.747994 0.009 -0.064 0.111
N 0.657520 -1.547723 0.205276 0.053 0.359 0.051
C -0.561673 -1.487005 0.957728 -0.170 -0.366 0.389
C -0.370946 0.516395 -0.085821 0.188 0.023 -0.004
C 0.723629 -0.448199 -0.431581 0.223 -0.076 0.400
C 0.272719 1.653061 0.693245 0.017 0.147 0.125
H 0.840424 2.300426 0.017405 -0.095 -0.054 0.101
H -0.969202 0.875445 -0.933411 0.216 -0.145 0.120
H -0.159592 -1.543757 -1.961224 -0.256 -0.079 -0.631
H -0.479548 2.243039 1.216686 0.033 -0.008 -0.089
H 0.963099 1.222937 1.425756 -0.107 0.198 0.007
H 1.539611 -0.194110 -1.105981 -0.050 -0.096 0.185
H -0.266052 -0.971088 -2.419553 -0.239 -0.218 -0.415
```
Positions in Å, forces in eV/Å.

Kohn-Sham gap = 0.4052 Eh
energy above the lowest of the compared OMol25 structures with the same formula, charge and spin = 198.0 kJ/mol
SMILES = C[C@H]1C=NC(=O)O1.[H][H]

Here are the Löwdin charges for atoms 1 to 6, given in e: 0.14, 0.05, 0.16, -0.52, -0.36, -0.19

This record from the OMol25 dataset describes the molecule C4H7NO2. The level of theory is the ωB97M-V functional and the def2-TZVPD basis.

```
14
Properties=species:S:1:pos:R:3:forces:R:3
O -0.486381 1.207134 -0.705898 -0.140 0.055 0.075
O -2.661227 1.064419 -0.100164 0.450 -0.210 -0.081
N -1.315003 -0.834849 -0.252240 -0.061 0.087 0.049
C -1.609880 0.534356 -0.325375 -0.319 0.135 0.200
C 0.048950 -1.022271 -0.727590 0.185 -0.046 0.033
C 1.127186 0.546927 0.992369 0.050 0.044 -0.026
C 0.648417 0.355102 -0.449421 0.231 -0.099 0.054
H -1.527001 -1.222212 0.654691 -0.284 -0.158 -0.121
H 1.181374 1.614513 1.218613 0.081 -0.098 -0.070
H 0.464925 0.094781 1.744724 -0.013 0.045 -0.357
H 0.561207 -1.839448 -0.217087 -0.071 0.114 0.025
H 2.120359 0.108474 1.131893 -0.103 0.056 -0.088
H 0.020831 -1.243941 -1.802123 0.106 0.081 0.207
H 1.426244 0.637013 -1.162391 -0.110 -0.007 0.100
```
Positions in Å, forces in eV/Å.

Kohn-Sham gap = 0.4042 Eh
energy above the lowest of the compared OMol25 structures with the same formula, charge and spin = 28.0 kJ/mol
SMILES = C[C@H]1CNC(=O)O1

Here are the Löwdin charges for atoms 1 to 6, given in e: 0.04, 0.12, 0.08, -0.55, -0.14, -0.03

This record from the OMol25 dataset describes the molecule C4H7NO2. The level of theory is the ωB97M-V functional and the def2-TZVPD basis.

```
14
Properties=species:S:1:pos:R:3:forces:R:3
O 1.984720 -0.107022 -0.322439 0.211 -0.249 -0.051
O 0.024595 -2.166508 0.928385 0.165 0.657 -0.221
N -0.956438 0.775862 -0.648066 -1.114 -0.430 0.044
C 0.183286 1.312668 0.241220 -1.006 -0.562 -0.979
C -1.112131 -0.625927 -0.552912 -0.512 -0.480 0.133
C 0.955037 0.079023 0.639468 -0.245 0.092 -0.214
C -0.042521 -1.067363 0.426342 -0.193 -1.008 0.271
H -1.734894 1.401620 -0.734241 -0.280 -0.217 0.150
H 2.323069 -1.004986 -0.229009 0.124 -0.025 0.021
H -0.220825 1.845489 1.132926 0.590 0.237 -1.051
H -0.968077 -1.137707 -1.516516 -0.029 -0.048 0.209
H 0.308835 1.520450 -0.877056 2.612 2.335 1.841
H -2.086533 -0.894541 -0.157555 -0.212 -0.460 0.126
H 1.341872 0.068944 1.669452 -0.110 0.158 -0.280
```
Positions in Å, forces in eV/Å.

Kohn-Sham gap = 0.3396 Eh
energy above the lowest of the compared OMol25 structures with the same formula, charge and spin = 359.7 kJ/mol
SMILES = O=C1CNC[C@@H]1O

Here are the Löwdin charges for atoms 1 to 6, given in e: -0.01, 0.10, -0.11, -0.10, -0.15, -0.32